Entry 1:
{
  "formula": "C15H38BaF3N3O21P3",
  "method": "ωB97M-V with the def2-TZVPD basis set",
  "species": ["Ba", "N", "O", "O", "O", "C", "N", "O", "O", "H", "H", "H", "C", "N", "O", "O", "H", "H", "H", "C", "O", "P", "O", "O", "C", "O", "C", "H", "H", "H", "H", "H", "H", "H", "H", "H", "C", "O", "P", "O", "O", "C", "O", "C", "H", "H", "H", "H", "H", "H", "H", "H", "H", "C", "O", "P", "O", "O", "C", "O", "C", "H", "H", "H", "H", "H", "H", "H", "H", "H", "C", "C", "O", "C", "O", "C", "F", "F", "F", "H", "H", "H", "H", "H"],
  "positions_angstrom": [[3.252, -15.510, -3.230], [4.788, -15.164, -6.178], [3.654, -14.946, -5.805], [5.546, -15.355, -5.256], [5.145, -15.151, -7.341], [8.295, -16.679, -9.037], [9.296, -17.099, -7.943], [10.019, -16.230, -7.483], [9.125, -18.205, -7.490], [8.656, -15.773, -9.524], [7.346, -16.590, -8.508], [8.246, -17.508, -9.742], [1.136, -13.541, -7.848], [1.582, -14.298, -9.084], [2.499, -13.814, -9.684], [1.000, -15.255, -9.478], [0.978, -12.521, -8.199], [1.888, -13.587, -7.061], [0.245, -14.040, -7.466], [8.337, -10.371, -8.976], [8.388, -10.513, -7.583], [9.723, -11.275, -7.007], [11.018, -10.823, -7.581], [9.600, -11.102, -5.359], [10.188, -9.857, -4.908], [9.382, -12.844, -7.168], [8.163, -13.447, -6.564], [8.033, -9.370, -9.284], [7.655, -11.162, -9.289], [9.172, -10.592, -9.642], [10.965, -10.121, -4.192], [9.496, -9.285, -4.288], [10.628, -9.189, -5.648], [7.418, -12.822, -6.070], [8.596, -14.100, -5.806], [7.845, -14.143, -7.340], [-1.164, -15.909, -5.438], [-1.077, -17.231, -4.980], [0.376, -18.053, -4.934], [1.491, -17.317, -4.230], [0.008, -19.504, -4.333], [0.978, -20.563, -4.370], [0.763, -18.510, -6.474], [1.532, -17.611, -7.250], [-1.600, -15.305, -4.643], [-1.851, -15.814, -6.279], [-0.199, -15.453, -5.656], [0.796, -21.305, -5.148], [1.017, -21.113, -3.429], [1.947, -20.139, -4.635], [0.883, -17.296, -8.068], [2.415, -18.086, -7.677], [1.839, -16.667, -6.801], [7.209, -20.589, -3.143], [6.554, -19.304, -3.149], [5.065, -19.163, -3.833], [4.442, -17.825, -3.706], [4.219, -20.420, -3.200], [3.855, -20.479, -1.825], [5.385, -19.568, -5.380], [6.056, -18.648, -6.211], [6.867, -21.336, -3.859], [7.125, -21.059, -2.163], [8.285, -20.545, -3.310], [2.832, -20.851, -1.777], [3.858, -19.487, -1.374], [4.589, -21.092, -1.302], [6.758, -19.207, -6.830], [6.675, -17.956, -5.641], [5.459, -17.938, -6.784], [5.758, -14.508, -10.804], [5.867, -12.922, -10.739], [5.369, -12.493, -9.457], [4.928, -11.240, -9.348], [4.935, -10.388, -10.254], [4.352, -10.812, -7.924], [3.105, -10.319, -8.075], [4.221, -11.908, -7.104], [5.100, -9.902, -7.252], [6.217, -14.763, -11.760], [4.706, -14.785, -10.878], [6.163, -14.951, -9.894], [5.214, -12.615, -11.556], [6.877, -12.536, -10.878]],
  "atomic_forces_ev_per_a": [[0.7, -1.0, -1.6], [2.2, 0.2, -1.3], [-5.7, 0.9, 0.1], [3.2, -0.9, 2.4], [-0.4, -0.2, -0.3], [1.0, -0.6, 0.2], [-1.2, 1.7, 0.0], [-0.1, -0.8, -0.5], [0.4, -0.6, 0.1], [-0.2, -0.1, 0.3], [0.1, 0.3, -0.1], [0.0, 0.1, 0.1], [-0.3, -0.6, 0.0], [0.6, 1.5, 0.5], [1.3, 0.9, -0.2], [-1.6, -1.9, 0.2], [-0.1, -0.1, 0.3], [0.4, 0.0, -0.5], [-0.1, 0.3, -0.3], [-1.0, -0.6, -1.9], [2.2, -0.3, 1.5], [0.1, -0.4, 1.1], [-1.8, -0.8, 0.5], [0.1, 0.9, -2.6], [0.4, 0.1, 1.6], [-0.7, 1.6, 0.4], [2.1, -1.2, -0.1], [-0.4, -0.1, 0.4], [-0.6, 0.5, -0.3], [1.0, 0.0, 1.0], [0.3, -0.1, -0.3], [-0.5, -0.1, -0.4], [-0.2, -0.5, -0.4], [0.2, 0.4, -0.7], [-0.2, 0.1, 0.3], [-0.8, 0.5, 0.1], [-0.2, 1.5, 0.3], [2.7, -3.0, 0.5], [-0.9, -1.1, -1.4], [-1.1, 0.0, -0.4], [-0.5, 2.0, -0.2], [1.0, -0.1, -0.6], [-0.4, 0.8, 3.2], [-0.1, 1.0, -1.8], [0.0, -0.1, 0.2], [0.3, -0.4, -0.2], [0.1, -0.2, -0.3], [-0.7, 0.3, -0.1], [-0.2, 0.5, 0.1], [0.2, -0.1, 0.4], [0.2, -0.1, -0.2], [-0.1, -0.2, 0.3], [0.1, -0.3, 0.7], [0.5, -1.1, 0.4], [-1.7, 0.4, -0.6], [2.1, -2.3, -0.6], [0.2, -0.1, 0.8], [1.1, 1.7, -2.3], [0.1, 0.5, 0.4], [-2.1, -0.5, 2.5], [1.7, 1.4, -0.2], [-0.6, 0.5, -0.3], [-0.3, 0.3, 0.2], [-0.1, 0.9, -0.2], [0.3, -0.3, 0.1], [0.0, 0.1, 0.0], [-0.3, -0.2, 0.0], [-0.4, 0.0, -0.2], [0.2, -0.2, 0.4], [-0.7, -0.7, -0.2], [-0.1, 2.1, 0.3], [-0.7, -2.0, -0.5], [-0.6, 0.9, 0.8], [0.4, 2.4, -2.4], [-0.1, -2.4, 2.7], [-0.1, -1.0, 0.6], [0.8, -0.1, -0.1], [0.3, 0.8, -0.6], [-0.6, -0.9, -1.1], [0.4, -0.4, 0.3], [0.0, 0.1, 0.1], [0.3, -0.2, -0.4], [0.1, 0.7, 0.3], [-0.1, -0.1, 0.0]],
  "e_tot_ev": -100344.4904,
  "homo_energy_ev": -11.97,
  "de_lowest_kj_mol": 394.1,
  "total_charge": 1,
  "largest_force_ev_per_a": 5.77
}



Entry 2:
{
  "formula": "C4H7N3O",
  "method": "ωB97M-V with the def2-TZVPD basis set",
  "species": ["C", "C", "C", "C", "H", "H", "H", "H", "H", "H", "H", "N", "N", "N", "O"],
  "positions_angstrom": [[-2.627, 0.068, 0.506], [-0.217, 0.134, -0.364], [1.014, -1.581, 0.158], [0.988, 0.511, -0.096], [-2.444, -0.372, 1.720], [-3.301, -1.019, -0.602], [-3.453, 1.062, 0.864], [-1.857, 1.416, -1.247], [1.291, -2.662, 0.197], [1.300, 2.420, -0.995], [2.755, 1.592, 0.198], [-1.574, 0.743, -0.245], [1.846, -0.643, 0.330], [1.533, 1.837, 0.247], [-0.235, -1.348, -0.460]],
  "atomic_forces_ev_per_a": [[-2.9, 1.0, 0.5], [-6.0, -2.1, -0.5], [-0.7, -3.1, -2.2], [4.5, 1.3, 3.1], [0.2, 0.9, -4.3], [1.3, 2.5, 3.4], [2.1, -3.4, -1.7], [0.7, -3.1, 4.4], [-0.5, 1.0, 0.3], [1.3, -1.8, 4.9], [-4.7, 1.2, 0.0], [2.0, 1.6, -3.2], [-2.3, 2.1, -1.2], [2.6, -0.4, -5.9], [2.4, 2.4, 2.5]],
  "e_tot_ev": -10770.4332,
  "homo_energy_ev": -8.39,
  "de_lowest_kj_mol": 898.7,
  "total_charge": 0,
  "largest_force_ev_per_a": 6.42
}



Entry 3:
{
  "formula": "C20H24ClN3O2",
  "method": "ωB97M-V with the def2-TZVPD basis set",
  "species": ["C", "C", "N", "C", "C", "N", "C", "C", "C", "C", "N", "C", "O", "C", "O", "C", "C", "C", "C", "C", "C", "Cl", "C", "C", "C", "C", "H", "H", "H", "H", "H", "H", "H", "H", "H", "H", "H", "H", "H", "H", "H", "H", "H", "H", "H", "H", "H", "H", "H", "H"],
  "positions_angstrom": [[-1.028, -2.779, 5.025], [-1.977, -1.680, 5.518], [-2.342, -0.660, 4.557], [-3.126, -1.132, 3.433], [-3.675, 0.092, 2.690], [-2.606, 0.944, 2.217], [-2.007, 0.717, 0.989], [-2.384, -0.331, 0.141], [-1.816, -0.484, -1.107], [-0.840, 0.394, -1.563], [-0.290, 0.172, -2.839], [0.704, 0.852, -3.464], [1.316, 1.791, -3.014], [0.985, 0.282, -4.869], [2.098, 0.875, -5.477], [3.326, 0.696, -4.921], [3.616, -0.134, -3.845], [4.917, -0.258, -3.385], [5.948, 0.435, -3.989], [5.678, 1.263, -5.066], [4.382, 1.389, -5.525], [4.036, 2.412, -6.868], [-0.458, 1.447, -0.740], [-1.036, 1.604, 0.501], [-1.808, 1.378, 3.346], [-1.244, 0.165, 4.096], [-0.833, -3.479, 5.833], [-0.080, -2.355, 4.702], [-1.467, -3.327, 4.195], [-1.519, -1.167, 6.369], [-2.907, -2.139, 5.865], [-3.951, -1.740, 3.811], [-2.528, -1.741, 2.732], [-4.322, -0.200, 1.864], [-4.268, 0.683, 3.396], [-3.125, -1.053, 0.446], [-2.132, -1.308, -1.734], [-0.715, -0.597, -3.341], [0.143, 0.528, -5.523], [1.092, -0.813, -4.823], [2.830, -0.677, -3.344], [5.117, -0.904, -2.543], [6.959, 0.337, -3.627], [6.467, 1.815, -5.553], [0.287, 2.147, -1.079], [-0.734, 2.453, 1.093], [-0.991, 2.018, 3.023], [-2.456, 1.946, 4.020], [-0.671, 0.501, 4.963], [-0.566, -0.379, 3.414]],
  "atomic_forces_ev_per_a": [[-0.2, 0.3, 0.0], [0.1, -0.2, 0.0], [-0.1, 0.1, 0.0], [-0.2, 0.2, -0.1], [-0.1, -0.3, 0.0], [-0.3, 0.2, 0.3], [0.1, 0.0, -0.5], [-0.1, 0.0, 0.2], [0.2, 0.2, -0.2], [-0.2, 0.0, 0.3], [-0.2, -0.3, -0.1], [0.0, -0.2, -0.4], [0.0, 0.1, 0.0], [0.1, 0.1, 0.0], [0.0, 0.0, 0.1], [0.3, 0.0, -0.1], [-0.2, 0.0, -0.1], [0.0, 0.0, 0.0], [0.1, 0.0, 0.0], [-0.1, 0.0, 0.0], [-0.2, -0.1, 0.1], [0.0, 0.2, -0.2], [0.1, 0.0, -0.1], [-0.1, -0.2, 0.2], [0.4, -0.1, 0.2], [-0.1, 0.3, 0.0], [0.1, -0.1, 0.1], [0.1, 0.0, -0.1], [0.0, -0.1, -0.1], [-0.1, -0.1, 0.0], [0.1, 0.0, 0.1], [0.0, 0.0, 0.0], [-0.1, 0.0, 0.0], [0.0, 0.0, 0.0], [0.0, -0.1, 0.0], [0.0, 0.0, 0.1], [0.0, -0.1, 0.0], [0.2, 0.1, 0.0], [0.1, -0.1, 0.1], [0.0, 0.1, 0.0], [-0.1, 0.0, 0.0], [0.0, 0.0, 0.1], [0.1, 0.0, 0.0], [0.0, 0.1, -0.1], [0.0, 0.0, 0.0], [0.0, 0.1, 0.0], [-0.1, 0.0, 0.0], [0.1, 0.0, 0.0], [0.1, 0.0, 0.0], [0.0, 0.0, 0.1]],
  "e_tot_ev": -42217.2115,
  "homo_energy_ev": -7.37,
  "smiles": "CCN1CCN(c2ccc(NC(=O)COc3ccccc3Cl)cc2)CC1",
  "de_lowest_kj_mol": 102.0,
  "total_charge": 0,
  "largest_force_ev_per_a": 0.50
}